# 1
A structure of composition C20H50BeN2O7. Source: OMol25; level of theory: ωB97M-V with the def2-TZVPD basis set.

- E_HOMO (Ha) = -0.2230
- energy relative to the best compared isomer or geometry (same formula, charge and spin) (eV) = 2.431

Geometry as XYZ:
```
80
C20H50BeN2O7 ωB97M-V with the def2-TZVPD basis set
Be -12.42346 -21.24131 5.70519
C -8.96196 -21.40172 6.92873
C -9.29698 -22.52861 8.01708
C -9.04319 -21.76615 9.36858
C -9.74291 -22.25608 10.60871
C -11.22681 -22.55196 10.23428
C -11.52168 -23.46801 9.00479
N -10.76825 -22.86697 7.87203
O -11.08689 -23.50251 6.54657
C -13.04923 -23.73021 8.83323
C -10.90915 -24.80698 9.47113
C -8.23052 -23.65249 7.88271
H -9.43589 -20.43148 7.07746
H -9.17202 -21.79471 5.93397
H -7.89149 -21.20942 7.00080
H -9.10326 -20.68359 9.25655
H -8.01300 -21.86601 9.71039
H -9.77646 -21.38603 11.26445
H -9.18210 -23.07880 11.05225
H -11.69839 -21.61118 9.95031
H -11.92699 -22.82766 11.02285
H -13.19050 -24.40305 7.98740
H -13.62817 -22.82951 8.62905
H -13.50083 -24.08347 9.76025
H -11.30457 -25.08591 10.44782
H -9.84516 -24.80910 9.70781
H -10.91482 -25.52587 8.65182
H -8.56335 -24.39255 7.15495
H -8.00934 -24.35317 8.68784
H -7.25703 -23.41014 7.45647
C -15.67566 -19.59997 1.78894
C -14.18552 -19.10119 1.98959
C -13.90475 -18.07470 0.86636
C -14.38430 -16.73865 1.05478
C -13.89333 -16.21620 2.40551
C -14.28080 -17.09023 3.63016
N -14.00158 -18.53748 3.38488
O -13.94157 -19.41049 4.55399
C -15.80236 -16.84306 3.94015
C -13.37412 -16.55521 4.72801
C -13.37607 -20.31972 1.65334
H -15.87667 -19.83818 0.74445
H -16.27870 -18.79208 2.20337
H -15.84957 -20.47542 2.41460
H -14.21920 -18.45158 -0.10687
H -12.82638 -18.00020 0.72614
H -15.45094 -16.66430 0.84300
H -13.81720 -16.18980 0.30293
H -14.44727 -15.28890 2.55167
H -12.84389 -15.92500 2.45001
H -16.41778 -16.98664 3.05204
H -15.87495 -15.77438 4.14202
H -16.14382 -17.42387 4.79699
H -12.32262 -16.65609 4.45918
H -13.38962 -17.10576 5.66863
H -13.56572 -15.51554 4.99349
H -12.32202 -20.23951 1.91914
H -13.24507 -20.56292 0.59892
H -13.69339 -21.27379 2.07424
C -15.31929 -24.58699 5.20847
C -14.71533 -23.61328 4.18735
O -13.37880 -23.22319 4.61375
H -15.19072 -24.15117 6.19924
H -14.90786 -25.56996 4.97912
H -16.37355 -24.84976 5.12129
H -15.20073 -22.64235 4.28624
H -14.79177 -24.00351 3.17247
H -12.77890 -23.91380 4.32257
O -14.66376 -21.42502 6.82012
H -15.16251 -21.76317 7.56385
H -15.32211 -21.02636 6.25102
O -11.00844 -19.04306 4.91333
H -10.22992 -18.72420 4.45674
H -11.72669 -18.52031 4.55685
O -12.05852 -20.14532 7.87256
H -12.51836 -19.41715 8.29033
H -11.30847 -20.31426 8.44275
O -10.79841 -21.48974 3.55042
H -10.76689 -21.93545 2.70391
H -10.21092 -20.74083 3.44935
```

These are the Mulliken partial charges, in e, on atoms 1 to 5: 1.089, -1.803, 1.479, -1.124, -0.784

---

# 2
A cluster of 2 separate species, C4H11NO2 in total. Source: OMol25; level of theory: ωB97M-V with the def2-TZVPD basis set.

- SMILES = CCNC(C)=O.O
- E_HOMO (Ha) = -0.3276
- energy relative to the best compared isomer or geometry (same formula, charge and spin) (eV) = 2.303

Geometry as XYZ:
```
18
C4H11NO2 ωB97M-V with the def2-TZVPD basis set
C 1.72231 -0.84303 -0.67101
C 0.51751 0.14346 -0.66711
N -0.76419 -0.59560 -0.80868
C -1.89727 -0.10485 -0.17507
C -2.78715 0.76205 -1.15107
O -2.32916 -0.46851 0.91658
H 2.67549 -0.21862 -0.70098
H 1.65718 -1.47829 -1.60497
H 1.68199 -1.47786 0.15512
H 0.62607 0.59194 0.35048
H 0.49233 0.97448 -1.32258
H -0.65432 -1.25525 -1.66572
H -2.49532 0.80692 -2.18894
H -3.83971 0.33824 -1.23476
H -2.78978 1.81845 -0.72710
O 2.96936 0.09773 3.60035
H 2.32604 -0.15898 4.31125
H 2.88861 1.06772 3.58421
```

These are the Mulliken partial charges, in e, on atoms 1 to 5: -1.088, -0.398, -0.200, 0.294, -0.861

---

# 3
A cluster of 2 separate species, ClN2O3P in total. Source: OMol25; level of theory: ωB97M-V with the def2-TZVPD basis set.

- SMILES = O=NN=O.O=PCl
- E_HOMO (Ha) = -0.3900
- energy relative to the best compared isomer or geometry (same formula, charge and spin) (eV) = 0.115

Geometry as XYZ:
```
7
ClN2O3P ωB97M-V with the def2-TZVPD basis set
O 0.32959 0.15191 -0.96540
N 1.35625 -0.08874 -0.40368
N 2.19422 -0.61318 0.08998
O 3.24604 -0.65713 0.65102
O -2.23413 1.60804 0.66433
P -2.30172 0.71989 -0.45419
Cl -2.59025 -1.12080 0.41793
```

These are the Mulliken partial charges, in e, on atoms 1 to 5: -0.577, 0.571, 0.560, -0.547, -0.365

---

In order of appearance, electronic energy = -39255.55235 -9909.93851 -30929.05368 eV.